(1)
A 3-piece molecular cluster, C24H34ClN4O4 overall in a non-equilibrium geometry. Source: the Open Molecules 2025 dataset; level of theory: ωB97M-V/def2-TZVPD.

Values from the calculation:
* gap between HOMO and LUMO: 5.815 eV
* E_LUMO: 0.0628 Eh
* total charge: -1
* spin multiplicity: 1

Each line ends with the Löwdin charge.
Positions of all 67 atoms, in Å:
Cl1 -0.2942 -5.7662 -0.0624  0.623
O1 -0.9276 0.6924 -0.9657  -0.253
O2 -0.0782 -5.5353 -4.0666  -0.090
O3 2.3902 -5.2577 -1.1727  -0.110
O4 -0.9027 -7.0207 -2.5412  -0.244
N1 -3.5750 -1.7007 1.1993  -0.063
N2 -1.3971 4.4517 2.0222  0.002
N3 -0.9973 -3.5830 -1.5606  -0.152
N4 -0.5847 8.2258 1.3045  0.003
C1 -2.4349 -3.9636 -1.6728  -0.203
C2 -0.3576 -5.7654 -2.8401  -0.572
C3 -1.6240 3.1097 2.1743  -0.138
C4 -1.1588 5.0150 3.2490  -0.150
C5 -3.7801 -3.0145 0.4738  -0.263
C6 -1.2265 4.0190 4.1920  -0.111
C7 5.3746 -2.6265 -0.2581  -0.083
C8 1.4518 -4.2239 -1.5516  -0.197
C9 -0.0871 -4.7535 -1.6183  -0.587
C10 5.6447 -4.9157 1.0469  -0.094
C11 -0.7221 -2.5825 -2.6332  -0.194
C12 0.0469 -1.2567 -2.1376  -0.148
C13 -3.3798 -2.7804 -1.0704  -0.160
C14 -1.5210 2.8113 3.5108  -0.101
C15 3.5666 -4.6802 -0.6119  -0.175
C16 4.3914 -5.5480 0.3980  0.008
C17 0.3090 8.4732 2.3130  -0.147
C18 6.1642 -3.4676 0.7750  -0.109
C19 0.5375 9.8267 2.3538  -0.113
C20 -0.7865 0.1114 -2.2857  -0.215
C21 4.1048 -3.2600 -0.9154  -0.022
C22 -0.9220 9.4060 0.6968  -0.141
C23 -0.2430 10.4180 1.3298  -0.116
C24 0.2793 1.3429 -0.5239  -0.142
H1 -4.3067 -2.6694 -1.7347  0.105
H2 -4.1764 -1.6488 2.0380  0.050
H3 -0.0750 -3.0371 -3.4814  0.123
H4 -0.9611 6.0722 3.3440  0.082
H5 -1.4051 4.9464 1.1457  0.133
H6 -1.0810 4.1454 5.2548  0.090
H7 4.0585 -6.6204 0.6360  0.106
H8 0.4534 2.3859 -0.9664  0.091
H9 -0.9377 7.3185 1.0496  0.126
H10 1.7557 -3.7422 -2.5611  0.135
H11 -2.7246 -4.9186 -1.1221  0.112
H12 7.0815 -3.0141 1.2914  0.076
H13 1.4188 -3.3368 -0.8059  0.126
H14 -2.8464 -1.7522 -1.1064  0.096
H15 0.7029 7.6671 2.9135  0.100
H16 -2.7206 -4.0841 -2.7840  0.128
H17 1.2397 0.7447 -0.6860  0.093
H18 -0.3008 11.4677 1.0823  0.089
H19 5.6813 -1.5476 -0.5216  0.085
H20 -0.1260 0.8285 -2.9162  0.119
H21 -4.9125 -3.2242 0.5273  0.102
H22 0.1765 1.4695 0.6219  0.092
H23 -1.6450 1.8324 3.9498  0.096
H24 1.1944 10.3351 3.0440  0.090
H25 -3.1394 -3.8438 0.9333  0.111
H26 3.5383 -2.5761 -1.6482  0.085
H27 -1.6835 -2.2218 -3.1682  0.122
H28 0.2542 -1.4057 -1.0073  0.120
H29 -1.7680 -0.0248 -2.8525  0.121
H30 -1.8373 2.4845 1.3200  0.103
H31 -1.6154 9.4236 -0.1304  0.105
H32 6.2442 -5.5327 1.8145  0.081
H33 -3.8915 -0.9119 0.6012  0.055
H34 1.0937 -1.2104 -2.6255  0.109

(2)
C24H34CrN4O8Sb2Se3Te as an isolated structure in a non-equilibrium geometry. Source: the Open Molecules 2025 dataset; level of theory: ωB97M-V/def2-TZVPD.

Values from the calculation:
* gap between HOMO and LUMO (alpha / beta): 6.814 / 3.589 eV
* <S²>: 4.078
* E_LUMO (alpha / beta): 0.0754 / 0.0173 Eh
* total charge: -1
* spin multiplicity: 4

Each line ends with the Löwdin spin population.
Positions of all 77 atoms, in Å:
Te1 2.3054 -2.4152 3.0007  0.285
Sb1 -1.4925 2.2137 -1.8494  -0.007
Sb2 1.5292 0.7226 -1.5611  -0.028
Se1 1.4727 -4.0473 1.2320  0.208
Se2 1.0077 -2.5039 -0.4930  0.080
Se3 2.3701 -0.2973 1.6679  0.089
Cr1 0.4386 -0.4704 0.4434  2.310
O1 -0.5377 -1.1841 1.9994  0.020
O2 -0.1908 1.2595 1.0032  0.020
O3 0.5453 5.2560 1.9552  0.001
O4 -0.6798 4.4076 6.3506  0.001
O5 -1.8521 -1.0899 3.7779  0.003
O6 -1.4796 -0.6407 -0.6603  0.011
O7 -1.1619 2.4233 7.0148  0.001
O8 0.6266 3.8134 0.4098  0.001
N1 -0.8272 3.2133 6.1515  0.001
N2 0.4070 4.1169 1.5514  0.001
N3 -3.5260 -0.7189 0.3960  0.000
N4 -3.0413 -2.1075 -1.3843  -0.001
C1 -2.6093 -1.1420 -0.5227  0.001
C2 -4.4442 -2.3319 -1.6874  0.000
C3 -0.7611 0.7655 -6.6712  -0.003
C4 -0.8098 1.3465 4.5263  0.002
C5 -0.0441 3.1088 2.5131  0.003
C6 1.2622 0.6955 -5.3857  -0.002
C7 -1.0374 -0.5818 3.0029  0.009
C8 -0.6391 0.8611 3.2612  0.006
C9 -2.6802 3.8494 -1.0856  -0.004
C10 -2.1107 -2.8302 -2.2272  0.004
C11 -3.2005 1.1877 -2.6976  -0.001
C12 -0.2144 3.5617 3.8119  -0.001
C13 0.5146 0.2572 -6.4699  0.000
C14 -0.5993 2.6948 4.7950  0.003
C15 0.7642 1.6402 -4.4801  -0.001
C16 -1.2655 1.7184 -5.7956  0.000
C17 -1.1232 3.1943 -3.7620  -0.001
C18 3.1983 1.8713 -0.7880  0.008
C19 3.0113 -0.6070 -2.4267  0.001
C20 -0.2645 1.7292 2.1861  0.005
C21 -0.5268 2.1776 -4.7016  -0.002
C22 -4.3279 -1.6559 1.1761  0.000
C23 -3.4809 0.6272 0.9324  0.000
C24 1.6204 2.0482 -3.2938  -0.027
H1 -4.4668 1.0898 0.8074  0.000
H2 -4.5753 -2.2983 -2.7724  0.000
H3 3.7240 1.3080 -0.0363  0.002
H4 -2.1667 -3.9012 -2.0228  0.000
H5 -3.9031 0.8777 -1.9227  0.000
H6 -1.3583 0.4286 -7.5110  0.000
H7 -2.2605 2.1227 -5.9556  0.000
H8 -2.3440 -2.6522 -3.2816  0.000
H9 2.2650 0.3048 -5.2245  0.000
H10 3.7390 -0.0120 -2.9691  0.000
H11 -2.0875 3.5651 -4.1255  0.000
H12 2.5396 -1.3321 -3.0758  0.000
H13 0.9243 -0.4832 -7.1492  0.000
H14 -3.4241 4.1126 -1.8461  0.000
H15 2.6865 2.0547 -3.5523  -0.001
H16 -4.7897 -3.3101 -1.3365  0.000
H17 -0.4580 4.0475 -3.5842  0.000
H18 -2.7485 1.2186 0.3949  0.000
H19 -4.0164 -1.5959 2.2199  0.000
H20 -2.8447 0.3107 -3.2436  0.000
H21 3.4846 -1.1378 -1.6153  0.002
H22 2.8450 2.8132 -0.3786  0.000
H23 -2.0126 4.7010 -0.9241  0.000
H24 -5.3928 -1.4128 1.1050  0.000
H25 3.8483 2.0541 -1.6364  0.000
H26 -0.0456 4.5997 4.0427  0.000
H27 -1.0997 -2.5063 -2.0267  0.003
H28 -1.1266 0.6720 5.3090  0.000
H29 -4.1612 -2.6741 0.8366  0.000
H30 -3.1771 3.5938 -0.1513  0.000
H31 -3.7001 1.8685 -3.3966  0.000
H32 -5.0603 -1.5553 -1.2486  0.000
H33 1.3547 3.0402 -2.9029  0.000
H34 -3.2435 0.6291 1.9861  0.000

(3)
C24H34F2N2O12Pb2Sr as an isolated structure in a non-equilibrium geometry. Source: the Open Molecules 2025 dataset; level of theory: ωB97M-V/def2-TZVPD.

Values from the calculation:
* gap between HOMO and LUMO: 3.589 eV
* E_LUMO: -0.0980 Eh
* spin multiplicity: 1

Each line ends with the Löwdin charge.
Positions of all 77 atoms, in Å:
Pb1 -2.1567 -2.1722 0.9360  1.688
Pb2 -1.6318 1.0194 -1.3803  1.765
Sr1 1.7908 -1.2217 1.1948  1.498
F1 -0.4739 -0.7186 -0.0964  -0.724
F2 0.0599 -2.9893 1.6229  -0.754
O1 -7.7210 -0.0297 2.9716  0.095
O2 3.4682 0.4438 0.4533  -0.245
O3 0.5217 0.6701 -3.0509  -0.308
O4 1.0769 0.9957 1.7907  -0.277
O5 -4.5299 -2.2975 0.5944  -0.279
O6 2.5640 -1.5420 3.6750  -0.282
O7 2.8132 4.9841 3.3394  0.059
O8 2.3335 -2.5251 -0.8905  -0.302
O9 -3.0383 0.0717 0.4542  -0.435
O10 5.3021 4.3619 2.1188  0.061
O11 -6.7354 2.4038 1.9287  0.104
O12 -3.9185 1.8766 -1.9951  -0.382
N1 -1.8169 2.1664 -3.8823  -0.142
N2 3.8336 -2.7241 1.4827  -0.162
C1 -1.0711 1.2718 -4.7798  -0.200
C2 -3.9751 2.8635 -3.0178  -0.203
C3 0.3515 1.2838 -4.2939  -0.277
C4 3.6686 -2.3876 3.9224  -0.207
C5 4.0388 -3.6619 0.3858  -0.195
C6 1.3344 -3.4940 -1.1567  -0.111
C7 -6.1480 1.3463 1.8050  -0.341
C8 -6.2555 -1.1776 1.6736  0.025
C9 -4.8467 1.2890 1.2134  0.007
C10 2.2635 -0.6639 4.7501  -0.062
C11 -3.2214 2.3177 -4.2284  -0.195
C12 -4.2993 0.1008 0.8788  -0.378
C13 3.0133 3.9499 2.7303  -0.378
C14 3.7775 -3.4287 2.7835  -0.171
C15 3.3644 1.5930 1.0236  -0.394
C16 2.0419 1.8601 1.8064  -0.399
C17 1.8879 0.7525 -2.6457  -0.054
C18 -5.0730 -1.2076 1.0260  -0.435
C19 3.6346 -3.0705 -0.9786  -0.193
C20 4.3282 3.6410 2.0525  -0.376
C21 -6.8369 0.0508 2.1390  -0.345
C22 4.4099 2.4382 1.2677  -0.004
C23 -5.1670 1.1397 -1.8884  -0.031
C24 1.9798 2.9660 2.6082  -0.012
H1 5.3246 2.2017 0.7393  0.107
H2 0.3249 -3.1837 -1.4226  0.081
H3 1.4256 -1.0437 5.3443  0.097
H4 -4.3066 2.1305 0.7989  0.127
H5 -1.0086 1.6488 -5.8086  0.134
H6 3.6208 -2.9341 4.8650  0.134
H7 4.6205 -1.8504 3.8150  0.134
H8 3.4316 -4.5632 0.5320  0.121
H9 1.1174 3.0256 3.2612  0.111
H10 -5.7214 1.1984 -2.8249  0.101
H11 -6.6912 -2.1339 1.9208  0.126
H12 1.5541 -4.2902 -1.8758  0.098
H13 -3.6108 1.3217 -4.4554  0.131
H14 2.3013 1.7667 -2.6486  0.111
H15 4.7802 -3.8661 2.8660  0.126
H16 1.9422 0.3082 4.3741  0.088
H17 -1.4161 0.2372 -4.8486  0.134
H18 1.2422 -4.0094 -0.1934  0.075
H19 1.0502 0.8434 -5.0229  0.139
H20 -4.9697 3.1489 -3.3577  0.134
H21 -5.7716 1.6406 -1.1336  0.102
H22 -4.9731 0.1141 -1.5905  0.096
H23 4.5035 -1.9594 1.5039  0.126
H24 -3.4386 2.9215 -5.1174  0.134
H25 3.7654 -3.8218 -1.7610  0.126
H26 4.3819 -2.3137 -1.2360  0.132
H27 3.0996 -0.5201 5.4355  0.098
H28 0.7393 2.3183 -4.3443  0.136
H29 -1.2316 2.9967 -3.9096  0.129
H30 5.0376 -4.1238 0.4227  0.129
H31 2.9500 -4.1217 2.9184  0.130
H32 -3.4598 3.7652 -2.6816  0.134
H33 2.5305 0.1542 -3.2934  0.106
H34 1.9139 0.4482 -1.6155  0.065